The following is a quantum chemistry calculation of a cluster of 2 separate species, C3H11NS in total at a distorted geometry, from the Open Molecules 2025 dataset.

Summary:
structure (SMILES)	CCNC.S
M	93.2	g mol⁻¹
energy relative to the best compared isomer or geometry (same formula, charge and spin)	70.8	kJ/mol
E_HOMO	-0.3221	hartree
LUMO	0.89	eV

Geometry as XYZ:
```
16
Properties=species:S:1:pos:R:3:mulliken_charge:R:1
H -0.06 -0.97 1.74 0.28
H 0.33 1.01 0.11 0.22
S -2.75 1.61 -2.12 -0.35
H 2.86 0.22 1.53 0.27
H -0.20 -1.21 -1.30 0.31
H 1.10 -1.73 0.62 0.31
H -3.33 0.39 -2.14 0.16
C -0.69 -1.19 -0.33 -1.09
C 0.41 -0.91 0.71 -0.36
H -2.10 1.37 -3.28 0.17
H -1.02 -2.25 -0.19 0.34
N 1.05 0.31 0.34 -0.31
H -1.45 -0.46 -0.21 0.29
H 2.37 1.85 0.90 0.30
H 1.52 1.07 2.28 0.34
C 1.96 0.89 1.32 -0.87
```